# 1
C28H33N4OSTeZr | ωB97M-V with the def2-TZVPD basis set

Computed properties:
M = 692.5 g/mol
HOMO-LUMO gap = 0.2303 Ha
relative energy (zero: lowest compared OMol25 entry of this formula, charge and spin) = 0.0 kcal per mole
E_LUMO = -9.37 eV
total charge = +3
HOMO energy = -15.635 eV
E = -56967.3142 eV

Geometry (Å):
C -0.33094 -0.91388 -2.81009
H 6.47148 2.22354 -1.86364
H 0.06734 -6.40844 -0.25074
C -2.64631 -0.25687 -2.39879
H -3.24228 -0.81603 -3.11941
C 3.48362 1.73988 0.54886
C 3.80554 0.77597 -0.39771
C 5.63188 2.09214 -1.19346
N -0.15774 1.10099 -1.46498
H -2.23858 0.60403 -2.92453
Te 2.68446 -0.99400 -0.50961
H -6.60634 1.38792 -0.60962
C -1.08024 -3.31443 -0.92096
H 4.02316 3.65769 1.34266
C 0.20837 -3.29422 1.01242
H 0.23757 2.50484 2.77638
H -3.20166 0.93692 1.91667
C -1.94322 -2.52872 -1.86499
C 1.20408 -1.22593 4.80939
H -2.97382 -2.54987 -1.50551
H 2.24790 -1.16238 5.12249
H -5.53751 1.63080 1.64573
H 2.12060 2.86117 -4.02007
C 5.32284 3.07201 -0.26111
C 4.25023 2.89772 0.60581
C 1.09746 3.01662 -2.13301
C 1.03016 1.07719 -3.53539
H 1.29549 0.54730 -4.44197
C -5.57397 1.10188 -0.44952
C 0.44527 -4.64217 0.91813
C -0.78408 2.17970 2.58853
H 5.92505 3.96949 -0.20335
H -1.43683 3.04792 2.66362
N -2.92423 0.35964 -0.05265
C -0.10551 -5.34391 -0.14603
N -1.51431 -1.10664 -1.92184
Zr -0.72856 -0.38301 0.13705
H -0.78781 1.15381 4.51747
C -0.87234 -4.66423 -1.08159
H 1.06022 -5.13239 1.66037
C 1.05984 -0.57570 3.44320
C 0.28427 2.35663 -1.24510
C -1.21685 1.04896 3.52276
H 5.11510 0.17984 -2.01378
H 0.63467 -2.72027 1.82072
S -0.70068 -0.58525 2.91579
C -4.81965 0.58421 -1.49183
H -1.93936 -2.96849 -2.86279
H 2.66130 1.59373 1.23740
H -0.60555 -1.02515 -3.86089
H -0.80443 1.82624 1.55108
H -0.03474 2.83401 -0.32880
H 0.91613 -2.27749 4.78875
C 1.48397 2.36406 -3.29809
C 0.22358 0.47248 -2.59506
O 1.09485 -0.24041 0.45866
H 0.59944 -0.72408 5.56614
C -3.67878 0.85648 0.95382
H 1.42332 4.02497 -1.91627
C -3.50646 0.23144 -1.26766
C 4.86624 0.93494 -1.27567
H 1.63303 -1.07776 2.66854
H 0.41578 -1.67441 -2.58150
H -5.24891 0.45528 -2.47756
N -0.55993 -2.62226 0.11883
H 1.36711 0.46949 3.44483
H -2.29271 0.99811 3.66449
H -1.30955 -5.18143 -1.92562
C -4.98744 1.23975 0.80063

Forces on the atoms, in the same order (eV/Å):
C -0.2 0.1 0.0
H 0.0 0.0 0.0
H 0.0 0.0 0.0
C 0.1 -0.1 0.0
H 0.0 0.0 -0.1
C 0.2 0.1 0.0
C -0.3 0.0 0.0
C 0.0 0.0 0.0
N 0.2 0.2 -0.4
H 0.0 0.1 0.0
Te 0.4 0.0 0.3
H 0.0 0.0 0.0
C -0.1 0.2 0.0
H 0.0 0.0 0.0
C -0.2 0.2 -0.1
H 0.0 0.0 0.0
H 0.0 0.0 0.0
C 0.0 0.1 0.0
C 0.0 0.0 0.0
H -0.1 0.0 0.0
H 0.0 0.0 0.0
H 0.0 0.0 0.0
H 0.0 0.0 0.0
C 0.0 0.0 0.0
C 0.0 0.0 0.0
C 0.1 0.1 -0.1
C 0.1 0.0 -0.1
H 0.0 0.0 0.0
C -0.1 0.0 0.0
C 0.0 -0.1 0.0
C 0.0 -0.1 0.2
H 0.0 0.0 0.0
H 0.0 0.0 0.0
N -0.4 0.2 0.1
C 0.0 -0.1 0.0
N 0.0 0.0 -0.1
Zr -0.1 -0.2 0.6
H 0.0 0.0 0.1
C 0.0 -0.2 0.0
H 0.0 0.0 0.0
C 0.0 0.0 0.1
C -0.1 -0.1 0.1
C 0.1 0.1 0.0
H 0.0 0.0 0.0
H 0.0 0.1 0.0
S -0.4 0.0 0.1
C -0.1 0.0 -0.1
H 0.0 0.0 -0.1
H 0.0 0.0 0.0
H -0.1 -0.1 0.0
H -0.2 0.2 -0.2
H 0.0 0.0 0.1
H 0.0 0.0 0.0
C 0.0 0.1 0.0
C -0.2 0.1 0.0
O 0.7 -0.1 -0.1
H 0.0 0.0 0.0
C 0.2 -0.1 -0.1
H 0.0 0.0 0.0
C 0.1 -0.1 0.1
C 0.0 0.1 -0.1
H 0.0 0.0 0.0
H 0.1 -0.1 0.0
H 0.0 0.0 0.0
N 0.2 -0.3 -0.2
H 0.0 0.0 0.0
H -0.1 0.0 0.0
H 0.0 0.0 0.0
C -0.1 0.0 0.0

natural (NBO) population analysis, charges in e, atoms 1 to 8: C -0.2875; H 0.2473; H 0.2691; C -0.2640; H 0.2483; C -0.2047; C -0.3098; C -0.1703

***

# 2
C2H5N2O2 | ωB97M-V with the def2-TZVPD basis set

Computed properties:
M = 89.1 g/mol
HOMO-LUMO gap (alpha / beta) = 0.3077 / 0.2502 Ha
relative energy (zero: lowest compared OMol25 entry of this formula, charge and spin) = 46.2 kcal per mole
2S+1 = 3
<S²> = 2.01
E_LUMO (alpha / beta) = -4.86 / -9.71 eV
total charge = +1
HOMO energy (alpha / beta) = -13.231 / -16.518 eV
E = -9214.5340 eV

Geometry (Å):
H -0.85564 -0.63336 -0.82334
H -0.95511 -0.36559 0.93680
H -1.47138 1.82113 -0.08199
C 1.06724 -0.15408 0.09948
H 1.52767 -0.24519 -0.89274
O 0.48443 2.01156 0.48241
N -0.60268 1.34864 -0.31219
N 1.44991 1.14904 0.62268
O 2.47979 1.43593 1.09712
H 1.45509 -0.95644 0.73027
C -0.45156 -0.05404 0.00937

Forces on the atoms, in the same order (eV/Å):
H 0.0 0.0 0.0
H -0.1 0.5 -0.1
H -0.2 0.7 -0.2
C 0.1 -0.6 -0.7
H -0.2 -0.2 0.1
O -7.2 3.7 -2.8
N 3.7 1.2 3.9
N -1.6 -7.0 -2.0
O 5.0 2.6 2.6
H -0.2 0.2 0.1
C 0.7 -1.1 -0.8

natural (NBO) population analysis, charges in e, atoms 1 to 8: H 0.2841; H 0.2773; H 0.4415; C -0.2981; H 0.2453; O -0.0017; N 0.0216; N 0.2623

***

# 3
C26H23BrIrN2O3 | ωB97M-V with the def2-TZVPD basis set

Computed properties:
M = 683.6 g/mol
HOMO-LUMO gap (alpha / beta) = 0.2092 / 0.2670 Ha
relative energy (zero: lowest compared OMol25 entry of this formula, charge and spin) = 4.9 kcal per mole
2S+1 = 5
<S²> = 6.01
E_LUMO (alpha / beta) = 2.49 / 2.48 eV
total charge = -1
HOMO energy (alpha / beta) = -3.203 / -4.788 eV
E = -109338.2674 eV

Geometry (Å):
C -2.98674 -1.09712 0.64528
C 3.52990 -0.44278 0.04411
H -2.93042 -1.95759 -1.30876
C -3.50908 -2.66054 2.42386
H 1.47189 -0.13285 -4.33105
H -3.45216 1.76067 -1.21867
C 0.81301 0.68953 -4.08600
C -3.43797 -3.42964 0.16037
C 5.96749 -0.24563 -0.07499
H -1.46677 0.17879 -1.77016
Br -2.10112 4.15378 -2.97988
H -3.52365 -4.22859 -0.56658
O 2.42590 -0.53515 -0.62019
H 6.86097 -0.16088 -0.68287
H -4.67594 0.93350 -0.23028
H -3.65629 -2.84679 3.48104
C 6.07021 -0.24670 1.32074
O 0.40154 4.44842 -1.24607
H -1.92801 2.33478 -5.19388
H 7.03040 -0.16398 1.81120
H -0.43837 0.46726 -5.82540
H -3.31694 1.42701 1.84924
C -1.08345 2.07200 -4.57141
H -0.61025 -1.10075 2.97028
C 4.91307 -0.35153 2.05728
N 1.21408 -0.73718 1.92233
H -3.87358 -4.69416 1.84816
C -3.74357 0.80121 -0.78638
C 0.20382 2.47292 -2.55357
N 2.53034 -0.74923 3.67125
C -0.24944 1.02326 -4.91560
C -1.32907 0.18362 -0.68780
C 3.64610 -0.45416 1.46494
Ir 0.55322 0.33451 0.05768
C 1.02564 1.40578 -2.92120
C 1.25009 -0.94867 4.14271
C 2.47526 -0.61505 2.31827
C -3.19264 -1.37624 1.99280
C -3.63372 -3.69322 1.51126
C -2.60364 0.28404 0.11317
H 1.04011 -1.08857 5.18690
H -2.14952 2.26453 0.81795
O 0.89121 2.49947 -0.27868
C 0.45102 -0.94191 3.04828
H 4.65534 -0.33090 -1.76547
H 5.00442 -0.35090 3.13846
H 1.85777 1.14193 -2.27948
C -0.84525 2.78852 -3.40737
C 0.51963 3.23008 -1.25907
C 4.74535 -0.34155 -0.68693
H -1.59369 1.01081 1.91495
H -3.93432 0.10896 -1.60768
C -3.11706 -2.15348 -0.26056
H 3.35717 -0.65309 4.22872
C -2.41112 1.29786 1.24881
H -3.11118 -0.58444 2.72593

Forces on the atoms, in the same order (eV/Å):
C 0.1 -0.1 0.0
C 0.0 0.0 -0.1
H 0.0 0.0 0.0
C 0.0 0.0 0.0
H 0.0 0.0 0.0
H 0.0 0.0 0.0
C -0.1 0.0 0.0
C 0.0 0.0 0.0
C 0.0 0.0 0.0
H -0.1 -0.1 0.0
Br 0.0 0.0 -0.1
H 0.0 0.0 0.0
O 0.0 0.1 0.0
H 0.0 0.0 0.0
H 0.0 0.0 0.0
H 0.0 0.0 0.0
C 0.0 0.0 0.0
O 0.2 0.0 -0.1
H 0.0 0.0 0.0
H 0.0 0.0 0.0
H 0.0 0.0 0.0
H 0.0 0.0 0.0
C -0.1 0.1 0.0
H 0.0 0.1 0.0
C 0.0 0.0 0.0
N 0.1 0.5 0.2
H 0.0 0.0 0.0
C 0.0 0.0 0.0
C 0.1 0.1 0.0
N -0.1 0.1 -0.2
C 0.1 -0.1 0.0
C -0.1 -0.1 -0.2
C 0.0 0.1 0.1
Ir 0.0 -0.6 -0.2
C 0.1 0.1 0.0
C -0.1 0.0 0.0
C 0.1 -0.2 -0.2
C 0.0 0.1 0.0
C 0.0 0.0 0.1
C -0.2 0.3 0.0
H 0.0 0.0 0.0
H 0.0 0.0 0.0
O 0.2 0.2 0.3
C 0.0 -0.1 0.0
H 0.0 0.0 0.0
H 0.0 0.0 0.0
H 0.0 0.0 0.0
C -0.1 0.0 0.1
C -0.3 -0.1 0.0
C 0.0 0.0 0.0
H 0.0 0.0 0.0
H 0.0 0.0 0.0
C 0.0 0.1 0.0
H 0.0 -0.1 0.0
C 0.0 0.1 0.0
H 0.0 0.0 0.0

natural (NBO) population analysis, charges in e, atoms 1 to 8: C 0.0166; C 0.3972; H 0.2087; C -0.2165; H 0.2105; H 0.2196; C -0.2222; C -0.2342

***

# 4
C26H70Cl4N6O6 | ωB97M-V with the def2-TZVPD basis set

Computed properties:
M = 704.7 g/mol
HOMO-LUMO gap = 0.3430 Ha
relative energy (zero: lowest compared OMol25 entry of this formula, charge and spin) = 0.0 kcal per mole
E_LUMO = 0.41 eV
total charge = 0
HOMO energy = -8.920 eV
SMILES string = COC[C@H](C)N.COC[C@H](C)N.COC[C@H](C)N.COC[C@H](C)N.COC[C@H](C)N.COC[C@H](C)N.ClCCl.ClCCl
E = -99409.8030 eV

Geometry (Å):
H 3.13433 4.29861 -3.79720
H -3.15620 -1.87846 4.33326
H -2.11296 -3.98773 -0.20160
C 1.52997 3.16479 0.78172
H -2.63699 -0.21211 4.56601
H -0.71014 0.27348 -2.88041
H -0.07288 1.89253 -2.74569
H 1.12932 -1.87606 -4.24830
H 2.19024 -0.57790 -0.39623
C 6.56385 -5.64534 -4.28777
C 0.70321 0.56346 -1.25816
H 3.13996 3.36585 -2.48797
H 0.48170 3.31264 -1.57201
O -4.06591 4.17917 3.55721
O 2.05722 3.71824 -0.38569
H 6.56194 -3.13156 -4.93749
H 0.94810 2.25297 0.57866
O 2.64969 -2.66754 -5.39168
H 5.87884 -0.74635 -4.47259
H -5.92164 1.39307 4.84022
H -1.18289 1.09669 -0.45356
C -4.69983 1.92171 3.30707
H -5.32043 -1.95452 8.55209
C -4.84643 0.70869 2.41583
H 3.00407 -5.17252 -4.46289
H 1.12851 -2.52744 -1.87110
O -2.19339 -1.48483 6.12804
H 1.21327 6.01757 -4.18317
H -5.75964 2.97313 4.67084
C -2.34995 -1.25950 4.75377
H -4.41847 -2.03678 10.04444
H 4.54953 -2.21803 -1.54845
C -3.13819 4.78617 -1.85842
C -3.73761 5.41812 2.97999
H -4.70911 -0.47537 9.17651
Cl -2.35999 5.41108 -0.41567
H -4.21278 -2.00232 6.36028
C -4.45532 -1.53275 9.08139
H -3.08556 5.55578 -2.62152
N 1.62049 -0.59145 -1.23477
H 2.32123 5.64985 -2.14134
O 6.67013 -4.52435 -3.43733
H -3.93662 0.53491 1.84120
H -1.24165 -1.25689 8.33312
C 2.26304 -5.07672 -3.67049
H 7.12077 -1.81763 -2.98701
C 5.59553 -2.50637 -1.66237
H 3.22495 -1.82325 -7.15193
H -2.69269 5.43653 2.65168
C 6.04864 -3.39891 -3.99949
Cl -2.34258 3.36910 -2.54444
H 0.94320 0.60578 -3.42699
H 2.58932 -5.61956 -2.77867
N -2.06568 -1.01740 8.87570
H -0.00337 6.07506 -2.95882
H -3.74115 -0.35282 6.78564
C -3.17563 -1.77351 8.29460
H 0.84696 3.84822 1.31398
H 1.98027 -0.92397 -6.29319
C 2.33398 -1.93785 -6.53501
C 0.68356 5.38673 -3.46177
H 1.34328 -5.57594 -3.99045
H -3.84531 6.19137 3.74563
H 4.99119 -3.60273 -4.22900
H 1.20962 1.46776 -0.88925
Cl -2.39765 -4.14212 2.16378
H 6.95967 -5.41682 -5.28223
C -0.88269 0.77682 1.95910
H -4.44118 5.70005 2.18930
C 6.09959 -2.19577 -3.07576
H 0.74318 -3.44416 -5.00489
C -3.41578 -1.41319 6.83196
H -5.04872 -0.17999 3.01258
N 1.06213 -3.47815 -2.24400
N 2.51707 3.80452 -3.16013
H -0.32206 0.92587 2.88836
H -0.89650 -0.66869 -0.57036
C 0.20162 0.84328 -2.66598
H -2.93754 -2.83940 8.32771
H 1.25972 -4.11287 -1.48051
C -2.89157 -3.74930 0.51178
C -4.29334 3.17372 2.59081
H -3.87120 1.69066 4.00114
C 1.04641 4.21111 -1.25140
H 2.34577 2.96019 1.47176
H 4.43487 -1.38186 -3.98295
N -5.90315 2.12164 4.13271
H 0.31828 4.87233 -0.77025
O 0.03247 0.27789 1.01514
H -5.68181 0.86443 1.72779
H 3.02253 -3.21275 -3.07260
H 6.20877 -1.97720 -0.93336
H -5.01413 3.49181 1.82600
C 1.54448 -2.85178 -4.54102
C -0.44085 0.29533 -0.31988
N 5.35045 -1.06941 -3.67163
Cl -3.27459 -2.02435 0.37832
C 2.02512 -3.61428 -3.32504
H -3.32901 2.97480 2.09429
H -4.18414 4.56278 -1.68719
H -3.79980 -4.30395 0.31425
H 2.26938 -0.52931 -2.01449
H 5.69284 -3.56482 -1.41937
H 5.50844 -5.93823 -4.38321
H -1.69333 0.07046 2.14850
H -1.22224 1.78671 1.69411
H -2.21499 -0.02345 8.73145
H 0.15392 4.63137 -4.03652
C 1.68622 4.81068 -2.47113
H -1.43515 -1.50122 4.21984
H 7.09189 -6.47396 -3.82397
H 1.55765 -2.42204 -7.14176

Forces on the atoms, in the same order (eV/Å):
H -0.1 -0.1 -0.1
H 0.1 -0.1 0.1
H 0.1 0.0 0.1
C -0.7 0.0 0.7
H 0.2 0.0 0.0
H 0.2 -0.2 0.0
H 0.1 0.0 -0.2
H 0.0 0.0 0.0
H -0.1 0.0 0.1
C -0.4 0.1 0.2
C 0.8 0.0 0.0
H -0.1 0.0 0.1
H -0.1 0.5 0.0
O -0.5 0.1 0.0
O 0.2 0.9 -0.1
H -0.2 0.0 -0.1
H 0.4 0.4 0.3
O 0.2 -0.2 0.0
H -0.3 0.1 -0.2
H -0.2 -0.1 -0.2
H -0.1 -0.1 0.1
C 0.3 -0.7 1.3
H 0.2 -0.1 0.0
C -0.3 0.3 -0.4
H 0.1 0.0 0.1
H -0.2 -0.2 0.1
O 0.1 -0.7 0.0
H 0.1 -0.2 0.0
H -0.1 0.1 -0.2
C -0.6 0.2 -0.3
H 0.1 0.3 0.2
H 0.0 0.0 0.0
C -0.2 0.4 -0.8
C -0.1 0.5 0.5
H 0.4 0.1 0.3
Cl -0.1 -0.1 0.2
H 0.2 -0.3 0.0
C -0.6 -0.4 -0.4
H 0.1 0.1 0.1
N 0.1 0.1 -0.3
H -0.1 -0.1 0.2
O 0.2 -0.2 0.1
H 0.0 0.0 0.0
H 0.1 0.2 0.1
C -0.3 -0.2 0.2
H 0.1 -0.3 -0.1
C 0.2 -0.1 0.0
H 0.1 -0.2 0.1
H -0.1 0.0 -0.3
C 0.0 0.2 -0.2
Cl -0.1 -0.2 0.2
H 0.1 0.1 0.0
H 0.3 0.0 -0.1
N 0.1 -0.5 -0.1
H -0.2 -0.2 0.0
H -0.2 -0.2 0.1
C -0.4 0.3 -0.2
H 0.1 0.2 -0.2
H 0.0 -0.1 0.1
C -0.2 0.5 -0.6
C 0.2 0.6 0.0
H 0.0 0.2 -0.1
H 0.1 -0.2 0.1
H 0.1 -0.1 -0.1
H 0.0 -0.4 -0.4
Cl 0.2 -0.1 -0.1
H 0.1 -0.1 0.0
C 0.7 0.2 0.5
H 0.2 -0.2 -0.2
C -0.2 0.4 0.3
H 0.0 0.2 -0.2
C 0.2 1.1 0.0
H 0.0 0.0 0.0
N -0.2 0.3 -0.1
N 0.0 0.1 0.2
H -0.1 -0.3 0.0
H -0.1 0.1 0.0
C -0.6 -0.2 0.1
H 0.2 0.0 0.1
H 0.1 -0.1 -0.1
C -0.3 0.1 0.2
C 0.7 0.0 -0.2
H 0.2 0.2 -0.2
C -0.3 -1.5 -0.4
H 0.1 -0.2 -0.1
H 0.1 0.0 -0.2
N 0.1 0.3 -0.1
H 0.4 0.2 0.2
O 0.1 0.0 -0.1
H 0.0 -0.1 0.0
H -0.2 0.2 0.1
H -0.3 0.2 0.1
H -0.1 0.0 0.1
C -0.2 0.0 0.4
C -0.3 0.1 0.0
N 0.3 -0.3 0.4
Cl 0.0 0.0 -0.1
C 0.5 -0.4 0.2
H -0.2 -0.1 -0.2
H 0.1 -0.2 0.4
H 0.0 0.0 -0.1
H 0.1 0.1 0.1
H 0.0 0.0 -0.1
H 0.1 0.0 -0.1
H -0.2 0.2 -0.1
H -0.4 -0.2 -0.2
H -0.1 0.0 0.0
H -0.1 -0.2 0.2
C 0.6 0.4 -0.3
H 0.2 0.1 0.2
H 0.2 0.0 -0.1
H 0.0 -0.1 0.1

Mulliken population analysis, charges in e, atoms 1 to 8: H 0.2607; H 0.2672; H 0.2088; C -0.4390; H -0.0889; H 0.2698; H -0.4789; H 0.1051